1.
A structure of composition C19H18MnN3O6S. Source: the Open Molecules 2025 dataset; level of theory: the ωB97M-V functional and the def2-TZVPD basis.

Calculated values
M = 471.373 g/mol
Gap between HOMO and LUMO (alpha / beta) = 4.3 / 4.7 eV
HOMO level (alpha / beta) = -6.271 / -6.268 eV
LUMO energy (alpha / beta) = -2.0187 / -1.5383 eV
E_tot = -2899.5706 a.u.
Relative energy (zero: lowest compared OMol25 entry of this formula, charge and spin) = 5.32 kcal per mole

ORCA input file:
```
! wB97M-V def2-TZVPD RIJCOSX def2/J DEFGRID3
* xyz 0 5
Mn 0.83392 -2.46867 -0.95800
C -1.52435 -0.22900 4.01412
O -2.35666 0.75818 3.43789
C -1.80734 1.53746 2.46077
C -0.51759 1.37217 1.96146
C -0.06660 2.18936 0.94073
C -0.87884 3.17991 0.40146
C -2.14306 3.37918 0.95792
C -2.61615 2.55660 1.95987
N -0.46501 4.07494 -0.62096
N 0.29008 3.72537 -1.55862
C 0.58394 2.41951 -1.94851
C 1.84383 2.36522 -2.55607
C 2.74636 1.35090 -2.78042
C 2.62399 -0.01865 -2.46825
O 3.44158 -0.89700 -2.42076
C 0.12989 -0.05694 -1.78497
N -0.60128 -1.07162 -1.34477
C -1.87798 -0.88777 -0.95658
C -2.44854 0.35170 -1.10196
C -1.64894 1.41577 -1.50476
C -0.27539 1.28295 -1.75617
H -2.12808 -0.73842 4.76119
H -0.65265 0.22071 4.49736
H -1.18338 -0.95360 3.26939
H 0.14248 0.60424 2.33234
H 0.93178 2.02820 0.55777
H -2.75990 4.17814 0.56623
H -3.60793 2.68561 2.37043
H 2.20575 3.36368 -2.78342
H 3.73095 1.60179 -3.14816
H -2.40580 -1.74595 -0.56914
H -3.49110 0.50430 -0.86824
H -2.09220 2.39323 -1.62433
C 3.44193 -1.68817 2.01197
S 2.42103 -1.33977 0.57486
O 1.07340 -2.01755 0.99955
O 2.30433 0.12372 0.52553
O 1.25373 -0.58240 -2.35357
H 2.76239 -1.72409 2.86177
H 4.15784 -0.87659 2.10133
H 3.95004 -2.64166 1.89061
C -0.96744 -5.11859 -1.85732
C 0.12152 -4.19541 -1.46967
O 1.27901 -4.43735 -1.20148
H -0.58694 -6.12757 -2.00990
H -1.45853 -4.73959 -2.75221
H -1.70810 -5.10652 -1.05629
*
```

---

2.
The molecule C19H18N2O3S. Source: the Open Molecules 2025 dataset; level of theory: the ωB97M-V functional and the def2-TZVPD basis.

Calculated values
M = 354.431 g/mol
Gap between HOMO and LUMO = 8.8 eV
HOMO level = -8.460 eV
SMILES string = Cc1ccc(C(=O)CSc2nnc(COc3cccc(C)c3)o2)cc1
LUMO energy = 0.3177 eV
E_tot = -1468.2161 a.u.
Relative energy (zero: lowest compared OMol25 entry of this formula, charge and spin) = 41.77 kcal per mole

ORCA input file:
```
! wB97M-V def2-TZVPD RIJCOSX def2/J DEFGRID3
* xyz 0 1
C 3.70657 4.92491 -0.75438
C 3.08716 3.58556 -1.00139
C 3.61553 2.44656 -0.39966
C 3.03982 1.21114 -0.60464
C 1.93141 1.07508 -1.44309
C 1.36249 -0.27565 -1.61186
O 1.36749 -1.09786 -0.72637
C 0.84162 -0.61724 -3.00226
S -0.55012 -1.78909 -2.88674
C -1.50412 -0.80550 -1.85051
N -1.29779 0.44755 -1.57563
N -2.24045 0.79790 -0.67814
C -2.97029 -0.24378 -0.45998
C -4.10352 -0.36262 0.50148
O -4.21345 -1.64197 1.06270
C -3.09925 -2.20491 1.64421
C -3.21684 -3.55057 1.98424
C -2.14177 -4.21044 2.54241
C -0.94259 -3.54913 2.75187
C -0.81708 -2.20762 2.42603
C 0.47852 -1.47841 2.59847
C -1.91052 -1.53512 1.88870
O -2.56355 -1.30871 -1.19215
C 1.38987 2.21339 -2.03517
C 1.96251 3.44993 -1.80696
H 4.78711 4.87582 -0.87556
H 3.50206 5.24596 0.26698
H 3.30800 5.67264 -1.43494
H 4.48128 2.53642 0.24046
H 3.44451 0.32898 -0.13099
H 0.52489 0.25751 -3.56304
H 1.62564 -1.14216 -3.55045
H -5.05299 -0.19757 -0.02045
H -3.98108 0.42071 1.26243
H -4.15237 -4.05181 1.79479
H -2.23474 -5.25406 2.80416
H -0.09920 -4.08018 3.16751
H 1.15618 -2.03208 3.24316
H 0.95271 -1.35265 1.62442
H 0.31475 -0.48818 3.01968
H -1.80029 -0.48529 1.65996
H 0.48676 2.14448 -2.61972
H 1.52511 4.32802 -2.25958
*
```

---

3.
A structure of composition C19H18N4O4S3. Source: the Open Molecules 2025 dataset; level of theory: the ωB97M-V functional and the def2-TZVPD basis.

Calculated values
M = 462.578 g/mol
Gap between HOMO and LUMO = 7.8 eV
HOMO level = -7.640 eV
LUMO energy = 0.1835 eV
E_tot = -2449.2959 a.u.
Relative energy (zero: lowest compared OMol25 entry of this formula, charge and spin) = 0.00 kcal per mole

ORCA input file:
```
! wB97M-V def2-TZVPD RIJCOSX def2/J DEFGRID3
* xyz 0 1
O 0.59895 -0.29495 -3.02084
O -0.56232 1.77394 -0.67386
O 1.85280 -2.04536 -2.44188
N 0.57960 -1.45868 0.93587
O 1.23914 4.68787 -0.21153
S 1.45973 -3.52931 2.30568
S -1.46568 -3.48660 3.59604
S 3.17387 -1.91239 0.28373
C 1.49821 -0.82135 -2.32674
C 0.63530 1.77196 -0.40430
C 1.64202 -2.21475 1.12348
C -2.51886 -2.34622 2.77822
C -0.18280 -3.02742 2.50339
C -0.50760 -1.99613 1.68487
C -3.64939 -2.48733 -2.01130
C 2.11926 0.11181 -1.32721
C -3.88219 -1.95709 -0.76476
C -1.90577 -1.62861 1.78401
C 2.92528 -0.26489 -0.28481
C -1.92886 -1.16817 -1.32272
N -2.38117 -1.99999 -2.38615
N 1.77347 1.47998 -1.13727
N -2.81811 -1.15295 -0.38055
C -1.59175 -2.34916 -3.57534
C -2.54787 -0.55439 0.91538
C 1.84425 4.45049 2.07738
C 3.47552 0.90162 0.48118
C 1.34166 2.40881 0.79003
C 0.95692 3.90292 0.95123
C 2.60020 2.04929 -0.05460
H 0.84809 4.21045 -0.96016
H -3.56005 -2.22022 3.05106
H -4.30521 -3.12120 -2.60467
H -4.70885 -2.11372 -0.10217
H -0.99487 -0.61077 -1.27192
H -0.52544 -2.55209 -3.38184
H -1.66093 -1.53858 -4.28484
H -1.98740 -3.23320 -4.08635
H -3.42017 -0.20930 1.47236
H -1.87115 0.28080 0.76122
H 1.56323 5.48972 2.29835
H 1.66940 3.85182 2.99845
H 2.89136 4.32474 1.80212
H 4.51864 0.99876 0.19651
H 3.43611 0.81317 1.58212
H 1.20257 1.84794 1.70190
H -0.08172 3.99987 1.23669
H 3.21259 2.93888 -0.29545
*
```

---

4.
A structure of composition C19H19BFI2N3O2Pd. Source: the Open Molecules 2025 dataset; level of theory: the ωB97M-V functional and the def2-TZVPD basis.

Calculated values
M = 711.418 g/mol
Gap between HOMO and LUMO = 5.5 eV
HOMO level = -8.176 eV
LUMO energy = -2.6784 eV
E_tot = -1898.0957 a.u.
Relative energy (zero: lowest compared OMol25 entry of this formula, charge and spin) = 0.00 kcal per mole

ORCA input file:
```
! wB97M-V def2-TZVPD RIJCOSX def2/J DEFGRID3
* xyz 0 1
Pd 0.40868 1.54828 -0.38245
C 2.11577 -0.11206 3.45813
C 0.86105 0.04886 2.68566
O 0.61189 -0.68579 1.66587
C -0.11239 0.99820 3.08980
C -1.12027 1.50243 2.33732
C -2.13241 2.44406 2.86795
N -1.27271 1.11726 0.95456
N -2.41805 0.74570 0.70806
C -2.63695 0.20274 -0.64895
O -2.99114 -0.93659 -0.66602
C -2.44071 1.11608 -1.78387
C -2.31648 2.49353 -1.61129
C -2.04960 3.29823 -2.70706
C -1.89877 2.72471 -3.96080
C -2.02854 1.35076 -4.13224
C -2.30394 0.54174 -3.04701
H 2.97532 0.05833 2.80963
H 2.18962 -1.14402 3.81192
H 2.14412 0.57938 4.29360
H 0.02048 1.41360 4.07785
H -1.92959 2.69193 3.90572
H -3.11454 1.97405 2.77511
H -2.12701 3.35004 2.26200
H -2.41774 2.94532 -0.63332
H -1.93699 4.36558 -2.57544
H -1.66660 3.35120 -4.81217
H -1.89359 0.91047 -5.11073
H -2.37178 -0.53386 -3.14822
F 4.06294 -4.49658 -0.19191
C 3.23054 -3.55652 0.27415
C 2.09147 -3.95596 0.94439
C 1.22497 -2.98275 1.41654
C 1.55796 -1.66263 1.21174
C 2.67979 -1.25187 0.52338
C 3.53810 -2.22737 0.04664
H 1.87668 -5.00820 1.06081
H 0.30023 -3.24628 1.91167
H 2.85676 -0.20403 0.31020
H 4.41760 -1.96520 -0.52394
B 0.11050 -2.77919 -2.29735
C 0.22878 -1.33076 -1.69211
N 0.30819 -0.27863 -1.22532
H 1.11106 -3.38078 -1.96673
H 0.03478 -2.65369 -3.49909
H -0.89161 -3.27014 -1.82179
I 0.58960 3.87154 0.77188
I 2.52451 2.01887 -1.73679
*
```